13
Properties=species:S:1:pos:R:3:forces:R:3 method="wB97M-V/def2-TZVPD" e_above_lowest_kcal_mol=87.1 homo_lumo_gap_ev=9.14
O 1.81704 0.10708 2.57060 -0.3 0.0 -1.0
O 1.57480 0.42591 -1.33015 0.6 0.0 -0.1
C -1.33521 -0.18562 0.50094 -0.1 0.0 -0.1
C -1.14190 -0.28285 1.79930 -0.4 0.0 -0.1
C -0.80541 0.15528 -1.96897 -0.6 -0.1 0.0
C 1.48306 0.13468 1.48736 0.8 0.0 1.5
C -1.28659 -0.05221 -0.76279 0.3 0.0 0.2
H -1.17122 0.59723 2.43749 -0.1 -0.1 -0.1
H -0.92899 -1.23893 2.27144 -0.2 0.1 -0.1
H -0.47857 -0.66628 -2.60109 -0.2 0.1 0.1
H 1.25481 0.33395 -0.41805 0.2 0.1 -0.3
H -0.68233 1.15611 -2.36930 -0.2 -0.1 0.0
H 1.70050 -0.48435 -1.61680 0.1 0.0 0.0

10
Properties=species:S:1:pos:R:3:forces:R:3 method="wB97M-V/def2-TZVPD" e_above_lowest_kcal_mol=67.4 homo_lumo_gap_ev="8.15 / 7.06"
S -0.01549 2.43893 -0.30241 0.1 1.6 0.5
P 0.08027 0.56470 -0.42627 -0.5 -2.1 -0.8
O 0.24783 -1.48041 2.98752 -0.6 1.0 -0.4
O 1.34585 -0.06226 -1.22854 1.5 -0.3 0.2
N -0.89102 -0.14141 -1.62187 -1.0 -0.2 0.6
C -0.24851 -0.53701 2.48523 2.3 -3.0 -1.6
H -1.70842 -0.74404 -1.36671 1.5 0.9 -0.8
H -0.26843 -0.29967 -2.43504 -1.4 -0.6 0.7
H 2.26964 0.03467 -0.97002 -0.3 0.4 0.3
H -0.81171 0.22650 2.87811 -1.6 2.2 1.3